# 1
C50H46N3 as an isolated structure, computed with wB97M-V/def2-TZVPD.

Output
LUMO energy: -4.57 eV
Highest occupied orbital energy: -10.01 eV
ΔE to the lowest compared entry with this formula, charge and spin: 2.405 eV
E_tot: -57056.5176 eV

```
! RIJCOSX wB97M-V def2-TZVPD def2/J DEFGRID3
* xyz 1 1
C -1.8874 2.3321 1.0403
C -5.8138 2.6504 -1.6097
C -2.9702 2.9299 0.4307
C -3.2630 4.6189 2.3940
H 2.6071 0.6698 -0.1330
H -3.2516 4.8726 -2.0504
C -2.9825 1.3946 -1.4683
C -0.0200 0.9175 -2.1554
C -3.9991 -3.4515 -3.8838
C 1.9417 0.5552 3.6512
C -2.5887 3.5373 3.2197
H 2.3153 -3.1926 -7.5642
C 3.3654 -2.4698 5.3671
C 2.7292 -2.1721 7.6884
H 0.2690 2.3954 -0.0184
C 2.4100 0.6579 0.9423
C 0.9679 1.0319 2.7927
H 4.3930 -0.0755 1.3980
H -3.6023 4.9923 0.3079
H 7.6693 -3.2279 3.0703
C 1.8862 -3.5222 -6.6155
H -7.7485 2.7634 -2.5258
H 3.5652 0.8178 6.2458
C 3.3906 -0.2549 6.3626
C -0.1628 -1.3572 -2.9941
H 2.3990 -2.5941 8.6424
C -2.6997 -3.1109 -3.4933
H 2.8471 -0.1371 8.4464
H -6.0294 1.7556 -1.0177
C 0.4702 -3.0734 -4.6946
C -5.1737 4.9478 -3.0712
C -1.5500 2.7563 2.4058
H 0.5470 -2.8690 -1.6463
H -5.4936 -3.3114 -5.4406
H -1.2782 1.3897 0.6548
C -3.7075 4.1428 1.0035
H -3.6468 1.1129 -2.3001
C 0.3763 -0.9361 -0.6727
H -4.0006 -2.0599 -7.0120
C 0.3145 -1.8122 -1.7630
H -0.7453 0.3751 -4.1295
H -4.1474 4.9831 2.9275
H 0.7373 -1.6995 -6.3267
C -6.7603 3.2206 -2.4523
C -6.4386 4.3589 -3.2026
C 5.4445 -0.7428 3.7420
C 3.5879 -1.0937 5.2582
C -4.2312 4.4079 -2.1948
C -3.6316 -2.3795 -6.0347
H -4.9197 5.8353 -3.6537
H -7.1794 4.7969 -3.8734
H -2.3027 -3.3815 -2.5131
C -4.5422 3.2338 -1.4804
H -0.6031 3.3139 2.3546
C 3.4193 0.2267 1.7923
C 2.9149 -3.0051 6.5777
N -0.4927 -2.2450 -4.0460
H -2.8097 0.5267 -0.8140
H -2.1007 3.9795 4.0984
C 7.7157 0.0874 3.9059
H -4.6345 -4.0185 -3.1990
C 6.3409 0.3209 3.9498
C 1.0179 -2.6739 -5.9217
H 3.5462 -3.1073 4.5012
H 0.0814 1.3896 3.3069
H 0.2753 -4.6708 -3.2685
H 1.7475 0.5204 4.7236
H -1.4005 1.8526 3.0015
C -1.8533 -2.4609 -4.4031
H -1.6059 -1.6403 -6.3705
H -0.0301 1.9940 -2.3654
C 2.1955 -4.7853 -6.0980
C 1.6233 -5.1993 -4.8903
C 0.7567 -4.3491 -4.1946
C 3.1766 0.0961 3.1749
H 2.8760 -5.4462 -6.6378
H -3.3427 2.8207 3.5788
C 0.0642 1.3785 0.3459
C 0.1694 0.4472 -0.8386
C 7.3050 -2.2349 3.3358
H -4.7995 3.9558 1.0485
C -0.3402 0.0218 -3.1761
C 8.1989 -1.1859 3.5836
H 0.5846 -1.3325 0.3192
H 1.8448 -6.1880 -4.4835
H -2.0295 1.7162 -1.9101
H 8.4070 0.9036 4.1319
N 4.0607 -0.5596 4.0232
C 5.9287 -2.0223 3.4533
C 2.9749 -0.7964 7.5833
N -3.5523 2.5052 -0.7438
H 5.9394 1.3067 4.1949
H -2.5917 5.4801 2.2882
C 1.1124 1.0201 1.3932
H 9.2739 -1.3661 3.5359
C -4.4696 -3.0658 -5.1459
H 2.7226 -4.0781 6.6500
H 5.2217 -2.8435 3.3340
C -2.3050 -2.1179 -5.6797
*
```



# 2
C50H47BrInN11O4 as an isolated structure, computed with wB97M-V/def2-TZVPD.

Output
LUMO energy: -6.19 eV
Highest occupied orbital energy: -11.13 eV
ΔE to the lowest compared entry with this formula, charge and spin: 2.373 eV
E_tot: -152400.1527 eV

```
! RIJCOSX wB97M-V def2-TZVPD def2/J DEFGRID3
* xyz 2 1
C -2.5266 0.3612 -0.1851
C 2.8181 -5.9945 -1.8897
H 1.2734 -0.5794 -3.3440
C -0.4439 4.9704 1.2211
H 2.0651 3.5293 2.8135
C 1.3647 -2.1401 4.0690
H -9.7222 3.2904 -4.3175
C -6.6309 4.6753 -4.3730
C 4.0340 -2.8814 0.4801
C -2.4317 3.6959 1.5100
N 2.2237 1.7356 -2.6467
N 4.9068 1.8454 0.6755
C 3.5865 -4.4178 -4.0274
C -8.6756 3.3950 -4.0787
H 2.7565 0.5316 -4.2915
C 3.8051 1.4983 2.8291
C 1.9810 -4.1265 0.5219
H -5.1635 0.1187 3.6809
H 5.8506 1.1107 2.4209
C -3.6194 1.3808 2.9076
C -1.8931 -0.6844 3.4164
H 2.2775 3.5127 1.0581
C 4.4869 -5.3312 -3.4938
H 0.1645 -0.5051 -1.9550
N -1.4638 0.4250 2.8347
C 3.2857 -1.7084 0.6175
H -3.9629 4.2470 -3.3172
C 2.6869 3.0329 -2.1949
C -0.2369 -3.8433 4.6073
C 1.7652 4.0049 1.8831
C -6.0087 3.7518 -3.5453
H 5.6888 1.4052 0.2069
N -0.3114 2.7482 2.0490
H 3.1922 -1.8301 5.0814
H 1.8769 -4.0503 4.9037
H 1.7285 -1.2722 -1.7705
C 4.0939 -6.1414 -2.4490
N 1.7099 -6.5216 0.0853
H 2.1994 3.8198 -2.7717
H 5.4863 -5.4052 -3.8940
N -4.7269 3.6362 -3.0830
N -5.8659 1.9253 -2.2054
H 3.7613 -0.7375 0.6342
H -4.2784 2.2137 2.7384
C -1.8128 4.8561 1.0757
In 0.4159 0.1654 1.4369
C 1.2024 -5.3248 0.4714
C -1.2385 -2.9602 4.2300
H -3.4996 3.5871 1.4266
H 1.5783 -3.6776 -4.0295
H 2.7762 -0.5676 3.9174
C 0.2875 3.8845 1.7095
N 2.4822 -6.7979 -0.8200
C 3.3827 -4.0930 0.4650
C 1.3111 -2.8820 0.6814
C 2.2808 -4.3462 -3.5594
H 0.0595 5.8868 0.9539
O 2.8095 1.1544 2.0021
H -4.5916 0.3626 -0.7670
C -0.1389 -5.2714 0.8636
H 3.0890 1.2795 1.0642
C -3.6359 0.8561 -0.8296
H -6.0909 5.5028 -4.8078
C 2.7666 -1.6367 4.0981
H 0.8802 -5.0752 -2.1302
C -2.2719 2.6424 -1.6344
C -3.5309 2.0277 -1.5936
C 1.2077 -0.4572 -2.2696
H 3.3901 -2.1551 3.3699
H 2.0632 5.0505 1.8991
O 3.6648 1.4906 4.0151
O 1.8172 1.0882 -0.5481
C -0.1230 -2.8360 0.8449
H -8.5033 5.1905 -5.2355
N 0.4014 -1.3393 3.6330
C 1.7722 0.8396 -1.7682
H -8.6013 1.6241 -2.8649
H -0.2435 2.5284 -0.9488
C 2.3221 1.5073 -4.0757
C -0.8792 -1.7037 3.7509
C 1.8990 -5.1184 -2.4864
H 4.8313 2.7928 0.3204
C -4.1115 0.2129 3.4620
N -1.3349 0.9562 -0.2360
C 5.1113 1.8585 2.1213
N 1.9775 -1.7303 0.7347
C -2.2622 1.4518 2.5894
C -3.2431 -0.8254 3.7461
O -0.7405 -1.7263 0.8158
H 2.4378 3.1553 -1.1420
C -7.9736 4.4847 -4.6155
H 4.7737 -6.8650 -2.0247
C -8.0671 2.4684 -3.2670
C 1.0740 -3.4176 4.5585
H -2.1073 3.5566 -2.1813
H -0.6898 -6.1978 0.9177
C -4.6941 2.5187 -2.2784
H -2.3957 5.6602 0.6513
Br 4.1462 -3.2014 -5.3713
H 3.9477 -5.0142 0.4356
C -1.6443 2.6672 2.0227
H 2.9717 2.2681 -4.5029
H -0.4852 -4.8346 4.9575
H 3.7701 3.1197 -2.3168
H -2.2708 -3.2565 4.3103
H -2.5712 -0.5551 0.3824
C -0.7802 -4.0665 1.0368
H 1.3423 1.5858 -4.5505
H -1.8423 -4.0407 1.2247
H -3.6130 -1.7148 4.2253
C -6.7119 2.6528 -2.9781
H 5.4606 2.8190 2.5157
C -1.2229 2.0716 -0.9450
H 5.1113 -2.8270 0.4289
*
```



# 3
C50H47ClN5P2S2ScSi as an isolated structure, computed with wB97M-V/def2-TZVPD.

Output
LUMO energy: 3.81 eV
Highest occupied orbital energy: -0.87 eV
ΔE to the lowest compared entry with this formula, charge and spin: 0.000 eV
E_tot: -141419.9207 eV

```
! RIJCOSX wB97M-V def2-TZVPD def2/J DEFGRID3
* xyz -2 1
H 1.7791 -5.6625 -1.9922
C 0.4544 -2.9247 -4.3634
C -1.9029 -3.0121 -0.1146
H 4.3827 -3.2440 3.9246
H 4.6396 -4.9034 2.0994
C -2.3093 0.5438 -5.5376
C 2.3232 1.3279 -3.4889
H 1.6242 -1.5209 -1.8446
H -2.0310 1.5257 -5.8992
C -0.0989 5.3041 -0.6542
H 3.1382 0.9960 -4.1171
H 0.2594 -1.8453 3.4661
H 0.9063 4.2657 2.1658
H 1.8307 -2.7144 -0.2590
C 1.7702 2.6062 -3.6122
C 0.0217 2.0000 3.8479
H -0.9106 1.4452 3.7038
C -0.2103 -1.3408 2.6180
C 1.4305 -3.8114 -4.8031
C 2.9898 -2.0382 2.8361
C 2.0655 1.7685 5.3252
H 1.8138 -3.7297 -5.8134
H 0.3460 4.0084 -2.8636
C 2.4097 -2.8070 0.6456
C -3.2712 -0.2004 -6.2030
H -3.3311 -2.9292 -4.1999
H 0.3302 -0.9192 7.4891
H 2.5795 2.4898 4.7009
H -1.8276 3.7996 1.7833
H -2.6863 5.1366 0.9961
P -1.2424 -1.7963 -2.3897
C 1.8158 0.9168 2.3269
C 2.8730 3.5124 2.3685
C -2.5709 4.2346 -2.1302
Si -1.4053 3.9235 -0.6802
C 0.1520 0.4205 5.8048
H -3.7470 0.1971 -7.0914
C 2.3711 -0.8767 -2.2948
C -0.0482 -3.0113 -3.0678
C 2.2775 -1.8525 1.6443
C -6.2008 1.0197 -0.3812
S -2.6491 0.7904 1.5454
C 1.7963 0.4841 -2.5273
N -5.9820 1.6671 2.9868
H -0.2774 3.0200 4.1173
H 4.8330 2.5370 2.4487
C 3.8379 -3.1217 2.9958
C 1.9125 -4.7951 -3.9548
H -2.4880 -3.8710 -2.0071
C 2.7380 1.2018 6.3948
C -2.3946 4.0848 0.8959
C -0.9166 -2.3118 1.7224
H 0.0450 1.9543 1.7278
C 0.8254 2.0666 2.5076
Sc -0.9822 0.2196 -0.3328
H -0.4028 6.0662 0.0701
H -1.0613 -4.2037 2.8340
N -0.6364 2.3674 -0.8413
C -2.0716 -1.2171 -3.9023
N -7.0331 0.9828 -1.1807
C -3.8584 0.7710 0.3282
H -3.4021 -2.4079 -1.5567
H 3.3421 -4.6273 0.0056
H 2.6749 -5.4837 -4.2998
H -0.8541 0.0954 5.5644
H 0.0620 -4.0907 -1.2050
C -1.8893 -4.0872 0.7506
C -5.6211 1.3783 1.9289
H -4.4021 -2.0266 -6.2309
C -5.1918 1.0490 0.6173
H 0.0857 -2.1560 -5.0312
H 0.8798 4.9300 -0.3456
C 3.2566 -3.8979 0.8028
C -3.6391 -1.4510 -5.7212
C -3.0382 -1.9570 -4.5795
H 2.1420 3.2831 -4.3745
C 1.4122 -4.8945 -2.6628
N -1.2929 -1.9269 0.4560
H -3.0154 5.2325 -2.0588
C -2.4250 -2.8961 -1.5181
C 1.5277 3.3880 2.3267
H -3.3019 3.4815 0.8811
N 0.7870 0.8588 -1.7331
C 0.8091 -0.1602 6.8853
H 3.2113 -0.8067 -1.5996
C 0.4431 -4.0093 -2.2168
H -0.8936 -0.5875 3.0179
C 3.7604 2.4002 2.4703
H -2.0670 4.1584 -3.0975
H 3.8504 0.2905 2.2082
S -3.3705 0.4013 -1.3015
C -1.2486 -3.6345 1.9350
C 0.2937 2.1277 -1.7686
P 1.0599 -0.4800 1.5630
H -3.3758 3.4951 -2.1199
C 3.1852 1.1385 2.3424
H -2.2945 -5.0709 0.5585
H 3.3016 4.5086 2.2700
C -1.7154 0.0397 -4.3881
H 3.7572 1.4884 6.6185
C 0.7681 3.0196 -2.7764
C 2.0983 0.2450 7.1656
H 0.0097 5.7973 -1.6237
H -0.9783 0.6352 -3.8593
C 3.9788 -4.0533 1.9738
H 2.8632 -1.3196 3.6377
Cl 2.9517 -0.4724 8.5237
C 0.7577 1.3916 5.0147
H 2.7221 -1.3315 -3.2225
*
```



# 4
C50H47HgN6O2P as an isolated structure, computed with wB97M-V/def2-TZVPD.

Output
LUMO energy (spin up / spin down): 1.35 / 1.35 eV
Highest occupied orbital energy (spin up / spin down): -4.15 / -4.98 eV
ΔE to the lowest compared entry with this formula, charge and spin: 1.076 eV
E_tot: -79112.8967 eV

```
! RIJCOSX wB97M-V def2-TZVPD def2/J DEFGRID3
* xyz -1 2
C -1.1548 1.7948 -6.0815
N 4.8712 -8.0039 5.8910
H -2.0035 5.9585 0.4830
H 2.2979 -0.4934 -1.1566
C 2.5027 0.7984 5.2387
H 2.8722 -2.7696 -1.9263
H -2.8439 0.9202 -1.8330
C 1.2354 -3.6957 -0.9336
H 3.8017 -1.6020 -5.9812
H 1.4886 -4.6966 -1.2652
N 1.6088 2.5353 3.8487
H 2.3991 -5.5431 5.7835
H -2.4561 3.8078 -4.5948
H -3.2791 2.2558 -4.4205
C -2.1815 -3.1088 1.4743
C 0.3796 2.1755 4.2223
C -2.6262 5.1435 0.1388
C -4.1392 4.1606 -1.4159
H -2.4011 2.9499 -3.0568
C -2.3462 4.7257 4.5541
H -0.4200 -5.6101 -0.0028
C 0.0631 3.1051 -4.3583
H -1.2706 2.7250 -6.6487
H -0.8738 0.8345 5.3294
C -2.1554 3.9553 2.2887
H 3.3800 0.3089 5.6425
C 0.1441 1.0955 5.0715
H -2.4585 -0.8765 -5.5445
C 0.6267 -0.1205 -4.2840
H -1.1346 -2.3756 -3.9213
H 1.0661 -0.4329 6.2647
H 5.2879 -1.4108 2.3135
H -2.4097 -5.2608 1.3969
C -0.2747 -2.1990 0.2754
C -2.7170 3.9808 0.9026
C -2.1917 -0.5218 -3.3955
H 2.0049 0.8995 -3.0091
H -3.6295 0.2519 -4.8597
H 6.0077 -5.7633 3.4956
C -1.6088 -1.9043 -3.0620
C -3.0872 -0.0750 -2.2071
O -3.4724 4.8806 6.5938
C 2.9197 -1.1856 -5.5106
C -3.3540 5.2369 -1.0330
C 1.6543 -1.5434 -5.9580
C -3.0345 5.5551 5.6421
H 1.2003 -2.0064 3.1671
C 3.6325 -3.3529 3.5178
H -4.6875 2.1461 -0.9110
C 2.6341 1.8544 4.3511
H -3.3229 6.1405 -1.6294
C 4.5895 -7.0187 5.3706
H 3.6200 2.1769 4.0308
C 1.6520 -1.3175 -0.8771
H -0.9419 3.7633 5.8584
H -1.9995 1.1532 -6.3306
C -3.0496 -0.6480 -4.6576
H 5.4466 -3.6306 2.4019
H 1.8625 -3.3843 4.7399
C 4.2474 -5.7809 4.7197
C -2.7545 4.7808 3.2282
C -4.1124 3.0217 -0.6271
H -0.4475 -1.2690 -5.7524
Hg -0.0583 0.9615 0.4447
C 1.2227 0.3991 5.5877
H 0.1639 3.3575 -3.3009
O -3.0686 6.7810 5.4244
C 3.0701 -5.1156 5.0512
H -3.7601 -1.4693 -4.5172
C 4.7940 -4.0330 3.1631
H 1.5467 -2.2435 -6.7774
C 0.5311 -1.0996 -0.1321
H -2.9749 -0.7550 -1.3602
C -0.7069 -4.6097 0.3033
H -0.8685 -1.8486 -2.2617
C -1.8118 -4.4152 1.0798
H -2.4190 -2.5568 -2.7229
N 3.3388 -2.1096 2.9328
H -3.0598 -2.9617 2.0902
C -2.3859 2.8149 -4.1394
H -0.2395 1.3118 -6.4245
C 4.2306 -1.2224 2.3522
C -0.7538 3.0739 3.8352
N -3.4234 2.9207 0.5068
H -0.1283 4.0280 -4.9144
H -4.7510 4.1950 -2.3078
C 5.1035 -5.2364 3.7676
C 0.0888 -3.5139 -0.1196
C 2.1028 -1.5233 2.8288
C 0.5254 -1.0034 -5.3610
N 2.1568 -0.3731 2.2352
H -4.1411 -0.0702 -2.4977
H 4.0247 0.0028 -4.1067
N -1.1676 3.1036 2.5650
C -1.3136 3.8423 4.8446
H -1.7110 -1.0314 1.3823
C 3.0436 -0.2909 -4.4595
C 1.9065 0.2204 -3.8483
C 1.9991 -2.6255 -1.2987
H 1.0135 2.6948 -4.7050
C 3.4829 -0.1674 1.9374
P -0.7612 0.7073 -3.3934
C -1.0955 2.1244 -4.5929
H 3.8138 0.7306 1.4417
C -1.4338 -2.0360 1.0811
H -3.5483 5.4570 2.9367
C 2.7656 -3.9060 4.4581
*
```